(1)
# C5H14N2

A structure of composition C5H14N2 at a distorted geometry (ωB97M-V/def2-TZVPD, the Open Molecules 2025 dataset).

Last column: Mulliken charge in e.
CARTESIAN COORDINATES (ANGSTROEM)
C (-0.4985, 0.3566, -3.4937)  -0.8859
N (0.9108, 0.8860, -0.9414)  -0.7403
C (0.9249, 0.1260, 0.1608)  0.7921
C (0.3679, 0.6845, 1.4371)  -0.7256
C (-0.7320, -0.1914, 2.1028)  -0.5518
N (-1.8725, -0.3422, 1.2436)  -0.5300
C (1.3181, -1.3538, 0.0641)  -1.1785
H (-0.4550, 0.9771, -2.5908)  0.1683
H (0.3516, 0.6458, -4.1084)  0.2488
H (-1.4135, 0.5127, -4.0247)  0.3336
H (-0.4243, -0.7098, -3.2004)  0.1864
H (-0.0420, 0.2192, -0.7011)  -0.1171
H (1.1720, 0.7729, 2.1971)  0.3248
H (0.0444, 1.6279, 1.1243)  0.4115
H (-0.3396, -1.1716, 2.4469)  0.2677
H (-1.1227, 0.2683, 3.0275)  0.3656
H (-2.5034, 0.3447, 1.5182)  0.2895
H (-1.5118, -0.0456, 0.2939)  0.2662
H (1.7271, -1.5322, -0.9202)  0.3785
H (0.7718, -2.2148, 0.4711)  0.3231
H (2.1955, -1.2322, 0.7244)  0.3730

Atoms 1-2, force components in eV/Å:
C 0.4 -0.3 0.7
N 0.1 -1.0 1.7

For the HOMO-LUMO gap, the calculation gives 0.326 Ha. For the molecular weight, the calculation gives 102.18 g/mol. The energy relative to the best compared isomer or geometry (same formula, charge and spin) is 112.4 kcal/mol. The calculation puts the total energy at -8387.745 eV. The value obtained for the largest force on an atom is 3.109 eV/Å.

---

(2)
# C5H14N2

The ion C5H14N2 with charge +1 at a distorted geometry (ωB97M-V/def2-TZVPD, the Open Molecules 2025 dataset).

Last column: Mulliken charge in e.
CARTESIAN COORDINATES (ANGSTROEM)
C (-0.9714, -1.0020, 2.4337)  -0.8044
N (-0.8966, 0.0114, 1.4123)  0.0233
C (0.1677, -0.0271, 0.3752)  0.3578
C (-0.2287, 0.9032, -0.7611)  -0.8389
C (0.4327, 0.5341, -2.0809)  -0.6485
N (-0.2660, -0.6029, -2.6421)  -0.5856
C (1.5287, 0.3375, 0.9666)  -1.3316
H (-0.0243, -1.0999, 2.9579)  0.3294
H (-1.2602, -1.9536, 1.9733)  0.3677
H (-1.6951, -0.7204, 3.1926)  0.3392
H (-1.7913, 0.0528, 0.9077)  0.3622
H (0.1884, -1.0846, 0.0653)  0.2592
H (-0.1137, 1.9478, -0.4794)  0.5093
H (-1.3146, 0.8617, -0.9404)  0.3388
H (1.4782, 0.2924, -1.8767)  0.3316
H (0.4487, 1.4333, -2.7048)  0.3683
H (-1.2529, -0.3464, -2.6546)  0.2241
H (-0.0750, -0.7012, -3.6353)  0.2730
H (1.6814, 1.4088, 1.0762)  0.3352
H (1.6462, -0.0572, 1.9837)  0.3941
H (2.3176, -0.1876, 0.4308)  0.3956

Atoms 1-2, force components in eV/Å:
C 0.7 0.7 1.1
N -0.4 -2.4 -1.9

As for the multiplicity: 2. For the HOMO-LUMO gap (alpha / beta), the calculation gives 0.378 / 0.194 Ha. For the molecular weight, the calculation gives 102.18 g/mol. Its net charge is +1. The energy relative to the best compared isomer or geometry (same formula, charge and spin) is 19.8 kcal/mol. The calculation puts the total energy at -8383.551 eV. The value obtained for the largest force on an atom is 3.055 eV/Å.

---

(3)
# C5H14N2

The ion C5H14N2 with charge +1 at a distorted geometry (ωB97M-V/def2-TZVPD, the Open Molecules 2025 dataset).

Last column: Mulliken charge in e.
CARTESIAN COORDINATES (ANGSTROEM)
N (-1.0744, -1.5982, -0.0486)  -0.5896
C (-0.6278, 0.3400, -2.6046)  -1.1167
C (0.3623, -0.2718, -1.5564)  -0.7669
C (-0.2878, -0.3555, -0.1979)  0.2898
C (0.8803, -0.6407, 0.9522)  -0.7823
N (1.3144, 0.5660, 1.6016)  -0.0686
C (0.2558, 1.1579, 2.4862)  -0.8757
H (-1.5143, -1.7177, -0.9604)  0.3185
H (-1.8559, -1.4248, 0.5857)  0.2763
H (-0.8975, 1.3376, -2.3023)  0.3531
H (-0.1261, 0.3861, -3.5718)  0.3735
H (-1.5174, -0.2935, -2.6030)  0.3145
H (0.8071, -1.2121, -1.9078)  0.4122
H (1.2383, 0.3981, -1.5407)  0.3625
H (-0.7975, 0.5485, 0.1489)  0.3549
H (0.4526, -1.2302, 1.7414)  0.3400
H (1.7118, -1.1607, 0.4785)  0.3886
H (1.5150, 1.2435, 0.8560)  0.3431
H (-0.8200, 1.0737, 2.3240)  0.3472
H (0.3783, 0.6698, 3.4591)  0.3601
H (0.6029, 2.1839, 2.6599)  0.3652

Atoms 1-2, force components in eV/Å:
N -0.3 2.3 -0.7
C 0.7 -1.0 0.8

As for the multiplicity: 2. For the HOMO-LUMO gap (alpha / beta), the calculation gives 0.438 / 0.237 Ha. For the molecular weight, the calculation gives 102.18 g/mol. Its net charge is +1. The energy relative to the best compared isomer or geometry (same formula, charge and spin) is 31.7 kcal/mol. The calculation puts the total energy at -8383.034 eV. The value obtained for the largest force on an atom is 4.572 eV/Å.

---

(4)
# C5H14N2

A cluster of 2 separate species, C5H14N2 in total at a distorted geometry (ωB97M-V/def2-TZVPD, the Open Molecules 2025 dataset).

Last column: Mulliken charge in e.
CARTESIAN COORDINATES (ANGSTROEM)
C (0.2362, 1.2978, 0.2156)  0.1349
C (0.3597, 3.2534, -1.1892)  -0.7966
C (0.5035, -1.6666, -0.7711)  -0.8119
C (-1.5258, -1.1698, 0.4525)  -0.9658
C (0.5658, -1.5290, 1.6085)  -0.8365
N (0.0372, 1.8413, -0.9300)  -0.0845
N (-0.0779, -1.2119, 0.4352)  0.1405
H (0.7038, 1.6442, 1.0838)  0.3839
H (1.1299, 3.6607, -0.5772)  0.3868
H (-0.5565, 3.7232, -1.0056)  0.3698
H (0.6968, 3.2425, -2.2381)  0.3100
H (1.5639, -1.5407, -0.8310)  0.3616
H (0.3537, -2.7784, -0.8097)  0.4060
H (-0.0313, -1.1867, -1.6636)  0.3236
H (-1.9615, -0.8378, 1.4031)  0.3769
H (-1.9688, -0.8077, -0.4060)  0.4224
H (-1.8570, -2.2839, 0.4307)  0.4204
H (0.3486, -0.9090, 2.3985)  0.3960
H (0.4414, -2.5287, 2.0060)  0.3795
H (1.6410, -1.3820, 1.3129)  0.3537
H (-0.2434, 1.3883, -1.7907)  0.3292

Atoms 1-2, force components in eV/Å:
C -1.0 -0.7 -4.1
C 0.8 -0.4 -1.5

For the HOMO-LUMO gap (alpha / beta), the calculation gives 0.321 / 0.336 Ha. For the molecular weight, the calculation gives 102.18 g/mol. Its net charge is +2. The energy relative to the best compared isomer or geometry (same formula, charge and spin) is 132.9 kcal/mol. The calculation puts the total energy at -8369.586 eV. The value obtained for the largest force on an atom is 4.327 eV/Å.

---

(5)
# C5H14N2

The ion C5H14N2 with charge +2 at a distorted geometry (ωB97M-V/def2-TZVPD, the Open Molecules 2025 dataset).

Last column: Mulliken charge in e.
CARTESIAN COORDINATES (ANGSTROEM)
C (1.0713, 1.8575, 0.0875)  -0.9566
C (-0.1267, 1.3046, 0.0028)  0.2728
N (-1.2536, 2.3137, -0.1326)  -0.2381
C (-0.5231, -0.0676, 0.4923)  -0.9394
C (0.5177, -1.1095, 0.0325)  0.0166
C (0.3619, -1.4991, -1.4222)  -1.3087
N (0.2143, -2.3886, 0.8833)  -0.2940
H (1.2365, 2.8544, -0.3031)  0.3385
H (1.9481, 1.4587, 0.5818)  0.2668
H (-1.2147, 2.7743, -1.0464)  0.3849
H (-2.1717, 1.8677, -0.0460)  0.3805
H (-1.1730, 2.9772, 0.6385)  0.3970
H (-0.7568, -0.0076, 1.5648)  0.4677
H (-1.5081, -0.3844, 0.1295)  0.5474
H (1.4866, -0.7864, 0.4029)  0.3692
H (0.8241, -0.7035, -2.0048)  0.3710
H (-0.6654, -1.6262, -1.6810)  0.3851
H (0.8962, -2.4242, -1.6325)  0.4810
H (-0.7575, -2.3975, 1.1965)  0.3511
H (0.5680, -3.2039, 0.3769)  0.3553
H (0.7321, -2.4184, 1.7572)  0.3517

Atoms 1-2, force components in eV/Å:
C 0.1 0.4 -0.3
C 0.0 0.4 1.4

Its SMILES is C=C([NH3+])C[C@H](C)[NH3+]. For the HOMO-LUMO gap, the calculation gives 0.420 Ha. For the molecular weight, the calculation gives 102.18 g/mol. Its net charge is +2. The energy relative to the best compared isomer or geometry (same formula, charge and spin) is 14.6 kcal/mol. The calculation puts the total energy at -8374.717 eV. The value obtained for the largest force on an atom is 2.119 eV/Å.

---

(6)
# C5H14N2O

A cluster of 2 separate species, C5H14N2O in total at a distorted geometry (ωB97M-V/def2-TZVPD, the Open Molecules 2025 dataset).

Last column: Mulliken charge in e.
CARTESIAN COORDINATES (ANGSTROEM)
N (1.4216, -1.4435, -1.0296)  -0.8383
C (0.4046, -0.3953, -0.9882)  0.0696
C (1.0217, 1.0387, -0.9257)  -0.3645
C (-0.0300, 2.1023, -0.5478)  -1.2677
O (2.3373, -0.5288, 1.4846)  -1.0724
C (-0.5806, -0.7730, 0.1033)  -0.7480
N (-1.8956, -0.1954, 0.0822)  -0.3624
C (-2.6567, -0.5400, 1.2457)  -0.7419
H (3.1467, -0.8410, 1.9001)  0.1074
H (2.0880, -1.3307, -1.7797)  0.2350
H (-0.1262, -0.4283, -1.9602)  0.3973
H (1.8879, 0.9441, -0.2385)  0.2525
H (-0.3024, 2.1191, 0.5054)  0.2710
H (-0.9893, 1.6816, -0.8328)  0.4071
H (0.3145, 3.0929, -0.8118)  0.3646
H (1.3903, 1.2190, -1.9504)  0.2895
H (-0.1085, -0.4607, 1.0563)  0.3847
H (-0.6689, -1.8641, -0.0038)  0.3547
H (1.9430, -1.4721, -0.1200)  0.3825
H (-2.7441, -1.6282, 1.4465)  0.2709
H (-3.6575, -0.1159, 1.1655)  0.3149
H (-2.1958, -0.1809, 2.1989)  0.2936

Atoms 1-2, force components in eV/Å:
N -0.1 -0.8 0.5
C 0.3 0.6 -1.3

As for the multiplicity: 2. For the HOMO-LUMO gap (alpha / beta), the calculation gives 0.252 / 0.235 Ha. For the molecular weight, the calculation gives 118.18 g/mol. Its net charge is -1. The energy relative to the best compared isomer or geometry (same formula, charge and spin) is 21.2 kcal/mol. The calculation puts the total energy at -10437.525 eV. The value obtained for the largest force on an atom is 1.736 eV/Å.

---

(7)
# C5H14N2O

A cluster of 2 separate species, C5H14N2O in total at a distorted geometry (ωB97M-V/def2-TZVPD, the Open Molecules 2025 dataset).

Last column: Mulliken charge in e.
CARTESIAN COORDINATES (ANGSTROEM)
C (1.9711, 2.3579, 0.4876)  -0.8713
C (1.4077, 1.2658, 0.0030)  0.0844
C (0.8521, 0.1837, 0.8788)  -0.6881
C (-0.5187, -0.3924, 0.4201)  -0.5318
N (-0.5272, -1.7716, -0.0377)  -0.2995
C (-0.2780, -2.0455, -1.4316)  -0.6060
N (1.0566, -1.6846, -1.9195)  -0.5892
H (2.5256, 3.0404, -0.1438)  0.2581
H (1.8642, 2.6298, 1.5332)  0.2622
H (1.4401, 1.0934, -1.0723)  0.2672
H (0.6463, 0.6457, 1.8298)  0.4033
H (1.5305, -0.6232, 1.1560)  0.2865
H (-1.0104, 0.2915, -0.2631)  0.3654
H (-1.1561, -0.4560, 1.3040)  0.2112
H (-0.0247, -2.4273, 0.5431)  0.2609
H (-1.1254, -1.6991, -2.0303)  0.3188
H (-0.3608, -3.1317, -1.4925)  0.3596
H (0.9873, -1.3966, -2.8847)  0.2577
H (1.3890, -0.9093, -1.3654)  0.2435
O (-3.2671, 1.5153, 1.6601)  -0.6141
H (-3.4765, 2.4489, 1.7078)  0.3058
H (-3.9256, 1.0649, 1.1174)  0.3153

Atoms 1-2, force components in eV/Å:
C -0.1 0.5 0.0
C 0.7 -0.7 -0.1

Its SMILES is C=CCCNCN.O. For the HOMO-LUMO gap, the calculation gives 0.343 Ha. For the molecular weight, the calculation gives 118.18 g/mol. The energy relative to the best compared isomer or geometry (same formula, charge and spin) is 63.9 kcal/mol. The calculation puts the total energy at -10438.255 eV. The value obtained for the largest force on an atom is 1.653 eV/Å.

---

(8)
# C5H14N2O

The molecule C5H14N2O at a distorted geometry (ωB97M-V/def2-TZVPD, the Open Molecules 2025 dataset).

Last column: Mulliken charge in e.
CARTESIAN COORDINATES (ANGSTROEM)
C (-1.8135, -1.1326, 1.2906)  -0.8751
N (-1.7962, -0.0337, 0.3288)  -0.5294
C (-0.4765, 0.2409, -0.2520)  0.1909
C (-0.0595, -0.9160, -1.1609)  -1.3817
N (0.9100, -0.4762, -2.1766)  -0.5123
C (0.5783, 0.6816, 0.8077)  0.3123
C (1.5056, 1.8098, 0.3360)  -1.3708
O (1.4269, -0.4092, 1.2564)  -0.5851
H (-1.4860, -2.0368, 0.7782)  0.2610
H (-1.1007, -1.0068, 2.1103)  0.2811
H (-2.8312, -1.2888, 1.6309)  0.3816
H (-2.1204, 0.8218, 0.7634)  0.3094
H (-0.6447, 1.0733, -0.9409)  0.4926
H (-0.9588, -1.3589, -1.5945)  0.3986
H (0.4061, -1.7305, -0.6016)  0.3713
H (0.7700, 0.5016, -2.4016)  0.2104
H (0.7815, -0.9738, -3.0481)  0.2566
H (0.0324, 0.8828, 1.7281)  0.4498
H (1.1364, 2.7804, 0.6820)  0.3373
H (1.5049, 1.8768, -0.7491)  0.2716
H (2.5095, 1.6291, 0.7001)  0.3694
H (1.7258, -0.9350, 0.5127)  0.3606

Atoms 1-2, force components in eV/Å:
C 0.4 0.0 -0.5
N 0.1 0.0 -0.1

Its SMILES is CN[C@H](CN)[C@H](C)O. For the HOMO-LUMO gap, the calculation gives 0.358 Ha. For the molecular weight, the calculation gives 118.18 g/mol. The energy relative to the best compared isomer or geometry (same formula, charge and spin) is 47.0 kcal/mol. The calculation puts the total energy at -10438.989 eV. The value obtained for the largest force on an atom is 1.625 eV/Å.

---

(9)
# C5H14N2O

The molecule C5H14N2O at a distorted geometry (ωB97M-V/def2-TZVPD, the Open Molecules 2025 dataset).

Last column: Mulliken charge in e.
CARTESIAN COORDINATES (ANGSTROEM)
C (-2.3161, 0.4117, 1.9100)  -1.4295
C (-1.9545, 0.8273, 0.5125)  0.5170
O (-2.6811, -0.1520, -0.2805)  -0.6078
C (-0.4181, 0.6137, 0.3549)  -0.6394
N (-0.0715, -0.0725, -0.8655)  -0.2801
C (1.3149, -0.1855, -1.1819)  -0.7726
C (2.2798, -0.9208, -0.2204)  -0.1940
N (3.6601, -0.4540, -0.3150)  -0.5631
H (-2.3567, -0.6546, 2.1768)  0.3733
H (-3.2874, 0.8026, 2.3451)  0.3011
H (-1.4066, 0.5615, 2.5369)  0.3676
H (-2.2673, 1.8282, 0.1592)  0.3283
H (-2.4529, -0.0616, -1.2202)  0.3148
H (-0.0341, 0.0757, 1.3235)  0.1798
H (-0.0686, 1.6288, 0.3554)  0.2898
H (-0.4704, -1.0249, -0.7176)  0.3235
H (1.4176, -0.6381, -2.1881)  0.2752
H (1.8240, 0.7898, -1.3486)  0.3357
H (2.3159, -2.0249, -0.3334)  0.3102
H (1.8980, -0.6709, 0.7971)  0.1340
H (3.8481, 0.5226, -0.4793)  0.2110
H (4.1163, -1.1293, -0.9043)  0.2251

Atoms 1-2, force components in eV/Å:
C -0.2 0.6 2.6
C -0.4 -2.6 -1.0

Its SMILES is C[C@H](O)CNCCN. For the HOMO-LUMO gap, the calculation gives 0.351 Ha. For the molecular weight, the calculation gives 118.18 g/mol. The energy relative to the best compared isomer or geometry (same formula, charge and spin) is 65.2 kcal/mol. The calculation puts the total energy at -10438.199 eV. The value obtained for the largest force on an atom is 2.777 eV/Å.

---

(10)
# C5H14N2O

A structure of composition C5H14N2O at a distorted geometry (ωB97M-V/def2-TZVPD, the Open Molecules 2025 dataset).

Last column: Mulliken charge in e.
CARTESIAN COORDINATES (ANGSTROEM)
N (-1.5723, 0.2061, -1.7506)  -0.7329
C (-1.5934, 0.6530, -0.3417)  0.4158
C (-2.0782, -0.4449, 0.5990)  -0.8861
O (-3.3443, -0.9916, 0.2703)  -0.5391
C (-0.1732, 1.1204, 0.0171)  -1.2025
N (0.8406, -0.3344, 0.0764)  -0.4709
C (2.1946, 0.1744, 0.2953)  -0.2516
C (3.1566, -1.0056, 0.1902)  -1.2893
H (-0.7196, -0.3397, -1.7499)  0.3291
H (-2.3308, -0.4418, -1.8914)  0.3061
H (-2.1916, 1.5672, -0.2746)  0.3900
H (-1.3479, -1.2508, 0.5845)  0.4050
H (-2.0997, -0.1409, 1.6591)  0.3284
H (-3.9565, -0.2626, 0.2925)  0.3526
H (-0.1466, 2.0085, 0.6650)  0.4704
H (0.1984, 0.2295, 0.8422)  0.1690
H (0.2896, 1.4959, -0.8884)  0.5577
H (2.4475, 0.9433, -0.4522)  0.3285
H (2.3724, 0.6980, 1.2452)  0.3139
H (2.8804, -1.6996, 0.9899)  0.3011
H (2.9953, -1.4671, -0.7811)  0.3232
H (4.1790, -0.7172, 0.4033)  0.3815

Atoms 1-2, force components in eV/Å:
N 0.4 0.3 0.9
C 0.3 0.4 -0.3

For the HOMO-LUMO gap, the calculation gives 0.365 Ha. For the molecular weight, the calculation gives 118.18 g/mol. The energy relative to the best compared isomer or geometry (same formula, charge and spin) is 121.9 kcal/mol. The calculation puts the total energy at -10435.744 eV. The value obtained for the largest force on an atom is 3.540 eV/Å.